(1)
{"formula": "C32H31BeN4Sb2Se", "method": "ωB97M-V/def2-TZVPD", "e_tot_ha": -4353.40957, "gap_ev": 6.36, "de_lowest_kcal_mol": 6.6, "homo_energy_ev": -10.796, "total_charge": 1, "symbols": ["Be", "C", "C", "C", "Sb", "C", "C", "C", "C", "C", "C", "C", "C", "C", "C", "C", "C", "Sb", "C", "C", "C", "C", "C", "C", "C", "C", "C", "C", "C", "C", "H", "H", "H", "H", "H", "H", "H", "H", "H", "H", "H", "H", "H", "H", "H", "H", "H", "H", "H", "H", "H", "H", "H", "H", "H", "H", "Se", "C", "N", "N", "C", "C", "N", "C", "C", "N", "H", "H", "H", "H", "H"], "xyz": [[-1.274, -1.771, 1.582], [1.931, 1.397, 0.250], [1.182, 1.964, -1.043], [-0.284, 2.484, -0.713], [-1.734, 0.780, -0.741], [-3.447, 2.188, -0.713], [-4.259, 2.254, -1.863], [-5.174, 3.243, -2.011], [-5.337, 4.217, -1.013], [-4.594, 4.167, 0.152], [-3.649, 3.123, 0.306], [-1.610, 0.292, -2.851], [-1.598, -1.076, -3.135], [-1.628, -1.472, -4.503], [-1.849, -0.532, -5.494], [-1.928, 0.853, -5.172], [-1.813, 1.248, -3.855], [1.439, -0.640, 0.630], [2.466, -1.155, -1.292], [2.185, -2.407, -1.751], [2.969, -2.992, -2.810], [4.014, -2.260, -3.367], [4.312, -0.965, -2.879], [3.509, -0.420, -1.887], [3.182, -0.870, 1.856], [3.030, -0.352, 3.148], [3.988, -0.646, 4.159], [5.156, -1.372, 3.790], [5.270, -1.887, 2.525], [4.307, -1.647, 1.553], [1.489, 1.853, 1.163], [3.022, 1.465, 0.302], [1.085, 1.223, -1.853], [1.791, 2.860, -1.354], [-0.551, 3.174, -1.512], [-0.221, 3.057, 0.256], [-4.183, 1.369, -2.576], [-5.686, 3.333, -2.982], [-6.118, 4.986, -0.968], [-4.838, 4.868, 0.977], [-3.031, 2.992, 1.193], [-1.610, -1.907, -2.471], [-1.602, -2.571, -4.687], [-1.852, -0.858, -6.592], [-2.151, 1.560, -5.952], [-1.821, 2.347, -3.672], [1.398, -3.008, -1.306], [2.616, -3.954, -3.144], [4.703, -2.772, -4.033], [5.211, -0.497, -3.237], [3.838, 0.483, -1.403], [2.189, 0.231, 3.489], [3.693, -0.271, 5.178], [5.946, -1.533, 4.511], [6.161, -2.488, 2.336], [4.451, -2.050, 0.551], [-1.856, -5.363, -1.150], [-1.626, -4.065, 0.054], [-1.497, -3.055, 0.663], [-0.440, -1.335, 6.403], [-0.954, -0.818, 5.231], [-1.073, -1.614, 4.065], [-1.816, -1.160, 3.008], [-2.498, 0.040, 3.087], [-2.296, 0.783, 4.214], [-1.592, 0.340, 5.279], [-0.368, -2.316, 6.445], [-0.354, -0.687, 7.195], [-0.519, -2.594, 3.951], [-3.166, 0.367, 2.244], [-2.635, 1.839, 4.242]], "forces_ev_per_angstrom": [[-0.06, -0.89, -1.94], [-2.11, 0.59, 0.00], [0.14, 0.89, 1.38], [1.53, -0.67, 0.50], [-0.23, 1.45, 0.10], [-0.02, -0.09, -0.37], [1.15, -2.52, 0.04], [-0.89, 1.49, -0.93], [-0.43, 0.25, 0.66], [0.30, -0.94, 0.74], [0.28, -0.07, -0.33], [-0.68, -0.34, 1.29], [0.05, 0.74, -2.50], [-0.55, -0.48, 0.91], [0.64, 0.23, -1.49], [-0.21, -1.62, -0.09], [0.55, 0.82, -0.21], [1.70, -0.26, -1.42], [-0.48, 0.13, 0.95], [0.75, -1.38, -1.62], [-1.14, 1.44, 0.97], [-0.02, -0.38, 0.81], [-0.84, -1.27, 0.04], [0.43, -0.26, 0.72], [-0.35, -0.32, 0.45], [1.48, -1.05, 1.16], [-0.48, 0.40, -0.75], [-1.50, 0.97, 1.49], [0.57, -0.10, -0.37], [-0.34, 0.12, -0.22], [0.57, 0.42, -0.60], [-0.36, 0.06, -0.26], [0.57, 0.33, 0.16], [-0.62, -0.96, -0.13], [-0.39, -0.05, 0.06], [-0.52, -0.65, -0.89], [-0.13, 1.65, 0.58], [-0.14, -0.13, 0.75], [0.29, -0.36, -0.89], [0.45, -0.53, -0.65], [-0.18, 0.49, 0.09], [0.25, -0.09, 1.12], [0.06, 1.07, -0.19], [-0.23, 0.54, 1.77], [0.16, 0.20, -0.11], [-0.12, -1.02, 0.25], [0.01, -0.01, -0.09], [0.52, -0.27, -0.23], [-0.22, 0.32, -0.25], [0.03, 0.45, -0.03], [-0.07, 0.47, -0.18], [-0.40, 0.10, -0.33], [1.06, -0.51, -1.01], [-0.08, -0.13, 0.10], [-0.31, 0.18, -0.35], [-0.17, 0.00, 0.20], [0.27, 0.97, 1.32], [-0.25, -0.22, -1.58], [0.25, 0.50, 1.25], [-0.15, 2.22, -1.37], [-1.53, -1.24, 1.16], [0.13, -0.06, -1.29], [0.63, 0.44, 1.13], [0.23, -1.13, -0.92], [0.61, 0.94, 1.08], [0.07, 1.08, -0.86], [0.42, -0.87, 0.62], [-0.15, -0.93, -0.50], [-0.73, 1.29, -0.01], [1.03, -0.54, 0.86], [-0.09, -0.96, 0.26]], "mulliken_charge": [-1.01, -1.45, -0.35, -1.14, 0.40, 0.00, -0.05, -0.67, -0.33, -0.61, -0.22, 0.33, -0.45, -0.59, -0.41, -0.68, -0.12, 1.05, 0.43, -0.44, -0.77, -0.42, -0.69, -0.04, 0.30, -0.64, -0.55, -0.57, -0.55, -0.14, 0.65, 0.57, 0.19, 0.39, 0.42, 0.54, 0.36, 0.35, 0.32, 0.33, 0.28, 0.34, 0.37, 0.29, 0.43, 0.33, 0.32, 0.44, 0.36, 0.42, 0.27, 0.35, 0.32, 0.38, 0.38, 0.38, -0.08, 0.90, -0.33, -0.45, 0.47, -0.06, 0.32, -0.18, -0.29, -0.55, 0.21, 0.26, 0.40, 0.57, 0.40]}

=====

(2)
{"formula": "C32H31ClN7OPtS5SeTe", "method": "ωB97M-V/def2-TZVPD", "e_tot_ha": -6936.26576, "gap_ev": [6.30, 5.20], "de_lowest_kcal_mol": 0.0, "s_squared": 6.032, "homo_energy_ev": [-9.612, -10.140], "spin_multiplicity": 5, "total_charge": 1, "symbols": ["Pt", "S", "S", "S", "S", "Se", "N", "C", "C", "C", "C", "C", "N", "C", "C", "N", "C", "C", "C", "C", "C", "N", "H", "H", "H", "H", "H", "H", "Te", "C", "C", "C", "C", "S", "H", "H", "H", "C", "C", "C", "C", "C", "O", "C", "C", "C", "C", "C", "C", "Cl", "C", "C", "C", "N", "C", "N", "C", "N", "H", "H", "H", "H", "H", "H", "H", "H", "H", "H", "H", "H", "H", "H", "H", "H", "H", "H", "H", "H", "H", "H"], "xyz": [[-0.068, 1.936, -0.793], [0.920, 0.010, -2.240], [2.883, 0.143, -2.105], [3.450, 2.094, -1.773], [2.156, 3.001, -0.556], [-6.146, 3.403, -5.511], [-5.978, 2.459, -4.021], [-4.705, 2.452, -3.724], [-4.155, 1.762, -2.562], [-4.949, 1.020, -1.687], [-4.358, 0.383, -0.620], [-2.981, 0.496, -0.457], [-2.217, 1.200, -1.282], [-2.783, 1.843, -2.320], [-1.906, 2.641, -3.199], [-0.611, 2.745, -2.859], [0.224, 3.412, -3.638], [-0.193, 4.028, -4.816], [-1.522, 3.959, -5.164], [-2.406, 3.258, -4.343], [-3.837, 3.170, -4.619], [-4.414, 3.752, -5.638], [-6.014, 0.963, -1.868], [-4.937, -0.204, 0.079], [-2.474, 0.005, 0.365], [1.255, 3.458, -3.310], [0.524, 4.554, -5.428], [-1.904, 4.438, -6.057], [-1.573, 3.843, 0.463], [-0.519, 5.521, 0.976], [0.829, 5.696, 1.206], [1.153, 7.027, 1.540], [0.056, 7.845, 1.555], [-1.374, 7.006, 1.185], [1.550, 4.895, 1.152], [2.154, 7.370, 1.758], [0.024, 8.903, 1.766], [4.046, -3.838, 3.732], [3.045, -2.703, 3.446], [3.719, -1.708, 2.489], [2.770, -2.030, 4.796], [1.732, -3.299, 2.828], [1.281, -4.387, 3.637], [1.961, -3.736, 1.362], [0.945, -4.749, 0.788], [0.040, -4.252, -0.308], [-1.336, -4.137, -0.131], [-2.167, -3.751, -1.177], [-1.609, -3.469, -2.414], [-2.630, -3.000, -3.738], [-0.244, -3.575, -2.618], [0.566, -3.963, -1.565], [0.477, -2.403, 2.929], [0.547, -1.084, 2.305], [0.269, -0.719, 1.054], [0.437, 0.589, 0.937], [0.792, 0.986, 2.186], [0.853, 0.005, 3.047], [5.016, -3.403, 3.975], [4.204, -4.505, 2.881], [3.743, -4.433, 4.595], [4.567, -1.246, 2.998], [3.052, -0.902, 2.180], [4.103, -2.198, 1.593], [3.724, -1.794, 5.272], [2.227, -2.705, 5.461], [2.212, -1.103, 4.701], [1.979, -5.048, 3.690], [2.946, -4.196, 1.319], [2.021, -2.852, 0.721], [0.348, -5.165, 1.599], [1.512, -5.586, 0.375], [-1.778, -4.399, 0.825], [-3.240, -3.703, -1.044], [0.173, -3.375, -3.595], [1.632, -4.069, -1.735], [0.245, -2.244, 3.977], [-0.352, -2.942, 2.471], [0.012, -1.403, 0.258], [1.010, 2.009, 2.445]], "forces_ev_per_angstrom": [[0.66, -0.45, -0.37], [-0.24, 0.02, 0.11], [0.16, 0.21, -0.01], [0.13, -0.30, -0.06], [-0.32, 0.04, 0.02], [-0.25, 0.08, -0.18], [0.09, -0.06, 0.04], [0.08, -0.02, 0.06], [-0.03, 0.00, -0.06], [-0.03, 0.03, -0.04], [0.04, -0.07, -0.01], [0.02, -0.06, -0.05], [-0.08, 0.19, 0.01], [0.06, -0.06, 0.02], [0.08, -0.09, 0.04], [-0.26, 0.23, 0.16], [0.01, 0.00, -0.05], [0.02, -0.03, 0.00], [-0.03, 0.03, -0.03], [-0.08, -0.01, -0.02], [0.07, 0.01, 0.08], [0.09, -0.04, 0.04], [0.01, -0.01, 0.01], [0.00, 0.01, 0.00], [0.01, 0.02, 0.00], [-0.01, 0.01, 0.04], [-0.01, 0.01, 0.00], [0.02, 0.00, 0.01], [0.08, 0.07, 0.01], [-0.11, 0.01, -0.01], [0.03, 0.03, 0.04], [0.04, -0.06, -0.01], [-0.07, 0.02, 0.01], [0.02, 0.01, 0.03], [0.02, 0.01, -0.03], [-0.02, -0.01, 0.00], [0.02, -0.03, -0.01], [-0.04, 0.01, -0.11], [-0.04, 0.01, -0.02], [-0.03, 0.03, 0.03], [0.02, -0.05, 0.02], [-0.03, 0.08, -0.05], [0.02, -0.06, -0.17], [0.04, -0.17, 0.10], [0.03, -0.04, 0.10], [-0.01, 0.08, 0.01], [0.01, -0.02, -0.04], [0.00, 0.03, 0.00], [-0.05, 0.01, 0.07], [-0.05, 0.05, 0.02], [0.06, 0.03, -0.04], [0.05, 0.03, 0.00], [0.14, 0.06, -0.05], [-0.23, -0.03, 0.20], [0.34, -0.16, -0.05], [-0.35, 0.21, 0.18], [-0.01, 0.11, 0.03], [0.09, -0.09, -0.12], [-0.02, 0.00, 0.02], [0.01, 0.00, 0.00], [0.00, -0.01, -0.01], [-0.01, 0.00, -0.01], [0.04, -0.02, 0.01], [0.01, 0.01, 0.03], [-0.03, 0.00, 0.00], [0.00, 0.02, -0.02], [-0.04, 0.06, -0.03], [0.01, -0.02, 0.01], [0.07, 0.05, -0.07], [0.00, 0.02, 0.03], [-0.05, -0.01, 0.06], [-0.04, -0.03, 0.05], [0.01, 0.02, 0.00], [0.03, 0.03, 0.00], [-0.01, 0.03, 0.03], [-0.01, 0.01, 0.01], [-0.04, 0.05, 0.01], [0.01, -0.01, 0.00], [-0.06, -0.02, 0.03], [-0.04, -0.02, 0.00]], "lowdin_spin": [1.29, 0.37, 0.36, 0.29, 0.28, 0.00, 0.00, 0.00, 0.00, 0.00, 0.00, 0.00, 0.08, 0.01, 0.01, 0.10, 0.01, 0.00, 0.00, 0.00, 0.00, 0.00, 0.00, 0.00, 0.00, 0.00, 0.00, 0.00, 0.79, 0.09, 0.07, 0.01, 0.09, 0.02, 0.00, 0.00, 0.00, 0.00, 0.00, 0.00, 0.00, 0.00, 0.00, 0.00, 0.00, 0.00, 0.00, 0.00, 0.00, 0.00, 0.00, 0.00, 0.00, 0.00, 0.01, 0.08, 0.01, 0.00, 0.00, 0.00, 0.00, 0.00, 0.00, 0.00, 0.00, 0.00, 0.00, 0.00, 0.00, 0.00, 0.00, 0.00, 0.00, 0.00, 0.00, 0.00, 0.00, 0.00, 0.00, 0.00]}

=====

(3)
{"formula": "C32H31F2GeLuN5O6", "method": "ωB97M-V/def2-TZVPD", "e_tot_ha": -5475.53899, "gap_ev": [7.10, 4.87], "homo_energy_ev": [-4.830, -2.697], "total_charge": -1, "symbols": ["Lu", "F", "C", "C", "C", "C", "C", "F", "C", "C", "C", "C", "C", "C", "N", "H", "H", "H", "H", "H", "H", "O", "C", "C", "C", "C", "N", "C", "C", "C", "C", "C", "C", "O", "C", "C", "N", "H", "H", "H", "H", "H", "H", "H", "H", "H", "H", "H", "H", "O", "C", "O", "C", "C", "N", "N", "C", "C", "O", "O", "H", "H", "H", "C", "Ge", "C", "C", "C", "H", "H", "H", "H", "H", "H", "H", "H", "H", "H"], "xyz": [[0.223, 0.784, -0.402], [-0.158, 2.720, -5.787], [-0.685, 2.801, -4.538], [-0.200, 1.987, -3.537], [-0.724, 2.063, -2.248], [-1.759, 2.981, -1.998], [-2.217, 3.768, -3.048], [-3.224, 4.675, -2.865], [-1.704, 3.707, -4.327], [-2.277, 3.083, -0.601], [-3.341, 3.892, -0.188], [-3.709, 3.914, 1.145], [-3.029, 3.135, 2.067], [-2.004, 2.346, 1.588], [-1.645, 2.320, 0.305], [0.589, 1.285, -3.786], [-2.087, 4.341, -5.113], [-3.871, 4.495, -0.904], [-4.532, 4.545, 1.460], [-3.281, 3.126, 3.118], [-1.441, 1.695, 2.247], [2.111, -1.898, 6.275], [2.601, -0.643, 5.811], [2.032, -0.321, 4.461], [2.676, 0.656, 3.664], [2.126, 0.961, 2.448], [1.017, 0.389, 1.951], [0.362, -0.534, 2.729], [0.890, -0.901, 3.999], [-0.850, -1.058, 2.212], [-1.674, -1.992, 2.898], [-2.865, -2.397, 2.367], [-3.727, -3.403, 3.081], [-3.052, -4.638, 3.332], [-3.272, -1.866, 1.115], [-2.424, -0.992, 0.485], [-1.249, -0.591, 0.980], [2.487, -2.061, 7.144], [3.694, -0.650, 5.743], [2.321, 0.153, 6.510], [3.582, 1.153, 3.988], [2.586, 1.710, 1.819], [0.394, -1.645, 4.606], [-1.363, -2.392, 3.855], [-4.636, -3.574, 2.497], [-4.028, -3.035, 4.062], [-2.544, -4.847, 2.540], [-4.203, -2.159, 0.648], [-2.691, -0.580, -0.484], [6.749, 1.668, -2.148], [6.083, 1.676, -0.957], [6.526, 2.270, -0.023], [4.828, 0.872, -0.954], [4.744, -0.491, -1.143], [3.450, -0.826, -0.968], [2.700, 0.235, -0.696], [3.505, 1.277, -0.682], [2.860, 2.625, -0.540], [3.534, 3.611, -0.778], [1.617, 2.541, -0.211], [6.160, 1.277, -2.808], [5.501, -1.231, -1.349], [2.991, -1.720, -1.070], [0.512, -3.996, -3.124], [-0.565, -2.363, -2.962], [-0.970, -1.820, -4.800], [-2.268, -2.966, -2.216], [0.395, -1.005, -2.002], [-0.007, -4.720, -3.759], [0.680, -4.450, -2.145], [1.484, -3.775, -3.574], [-1.354, -2.682, -5.355], [-0.076, -1.446, -5.305], [-1.721, -1.028, -4.813], [-2.619, -3.817, -2.807], [-3.023, -2.179, -2.267], [-2.168, -3.276, -1.176], [1.231, -0.772, -2.686]], "forces_ev_per_angstrom": [[0.21, -0.14, 0.33], [-0.04, 0.02, 0.04], [0.07, -0.04, -0.06], [-0.07, 0.04, -0.16], [0.13, -0.37, 0.25], [-0.10, 0.12, 0.17], [-0.10, 0.10, -0.03], [0.04, 0.00, -0.10], [-0.06, 0.03, 0.05], [0.03, -0.01, -0.10], [-0.06, 0.05, 0.00], [-0.05, 0.05, -0.02], [-0.01, 0.01, 0.00], [0.05, 0.00, -0.05], [0.34, -0.24, 0.01], [-0.01, 0.01, 0.00], [0.01, -0.01, 0.00], [0.01, -0.01, 0.05], [0.00, 0.00, 0.00], [-0.02, 0.01, -0.02], [0.00, 0.02, 0.00], [0.06, 0.06, 0.00], [-0.05, -0.10, 0.01], [0.04, 0.04, 0.04], [0.01, 0.01, 0.07], [-0.09, -0.07, -0.04], [-0.07, 0.19, -0.22], [0.10, 0.02, 0.12], [-0.02, -0.04, -0.08], [-0.21, -0.12, 0.01], [0.10, 0.05, 0.02], [-0.09, 0.01, -0.06], [0.06, -0.05, 0.02], [-0.04, 0.05, -0.06], [-0.01, -0.03, 0.07], [0.07, 0.09, 0.07], [0.17, 0.11, -0.44], [-0.03, 0.01, -0.01], [0.04, -0.04, -0.01], [0.00, 0.05, 0.04], [-0.02, -0.02, 0.02], [-0.02, 0.01, -0.01], [0.00, 0.01, -0.01], [0.00, 0.01, -0.02], [-0.04, -0.04, -0.02], [0.00, 0.02, 0.03], [0.01, 0.00, 0.04], [0.00, -0.01, 0.02], [0.03, 0.01, -0.02], [-0.18, -0.12, 0.02], [-0.10, 0.27, -0.09], [0.04, -0.15, 0.03], [0.21, -0.03, 0.02], [-0.05, -0.10, 0.05], [-0.01, -0.09, 0.00], [-0.18, 0.07, 0.03], [0.08, -0.17, -0.07], [-0.44, 0.16, 0.05], [-0.05, 0.11, 0.09], [0.29, 0.08, -0.10], [0.12, 0.04, 0.01], [-0.02, 0.02, 0.00], [0.01, 0.02, -0.02], [0.14, -0.23, -0.03], [0.07, 0.13, 0.13], [-0.05, 0.05, -0.21], [-0.17, -0.04, 0.05], [-0.18, 0.14, 0.10], [0.07, -0.01, 0.04], [0.00, 0.00, -0.04], [-0.03, -0.03, 0.01], [0.00, 0.08, -0.04], [-0.03, -0.03, 0.00], [0.03, -0.02, -0.01], [-0.03, 0.03, 0.04], [0.01, -0.05, 0.01], [-0.01, -0.01, -0.02], [0.07, 0.01, 0.01]], "mulliken_charge": [2.29, -0.38, 0.28, -0.46, -0.01, 0.49, 0.63, -0.38, -0.94, 0.31, -1.21, -0.28, -1.06, 0.01, 0.31, 0.42, 0.49, 0.56, 0.39, 0.45, 0.30, -0.50, -0.74, 0.73, -1.19, -0.64, 0.36, 0.60, -0.98, 0.10, -0.74, 0.55, -0.71, -0.52, -1.54, -0.64, 0.29, 0.29, 0.32, 0.27, 0.43, 0.43, 0.51, 0.46, 0.29, 0.34, 0.34, 0.26, 0.62, -0.48, 0.56, -0.53, -0.35, -0.29, -0.48, 0.32, 0.01, 0.37, -0.75, -0.71, 0.38, 0.47, 0.13, -1.32, 0.55, -1.30, -1.28, -1.30, 0.36, 0.35, 0.37, 0.37, 0.36, 0.37, 0.46, 0.34, 0.30, 0.54]}